Formula: C26H42IrN6Si
Source: the OMol25 dataset
Level of theory: ωB97M-V/def2-TZVPD

Computed properties:
Molar mass in g/mol: 658.967
Highest occupied orbital energy (spin up / spin down) in eV: -13.745 / -13.707
F_max in eV Å⁻¹: 0.47
ΔE to the lowest compared entry with this formula, charge and spin in kcal/mol: 0.00
⟨S²⟩: 0.76
HOMO-LUMO gap (spin up / spin down) in eV: 8.134 / 6.350

ORCA input file:
```
! wB97M-V def2-TZVPD RIJCOSX def2/J DEFGRID3
* xyz 2 2
Ir 0.342 0.341 -0.525
Si -3.100 -0.557 -0.570
N 2.418 -0.896 0.202
N -1.677 0.545 -0.485
N -0.359 1.873 0.644
N 2.306 1.340 -1.265
N -0.048 1.387 -2.479
N 0.853 -1.116 -1.962
C -0.086 -1.016 -3.100
C 1.495 3.006 1.759
C 2.554 -2.110 -0.633
C 0.055 0.417 -3.604
C -4.149 0.071 -1.975
C -0.931 3.673 2.020
C 3.589 -0.032 0.261
C 0.036 2.847 1.473
C -2.663 2.448 0.854
C 0.696 -3.058 3.620
C 1.258 -2.416 -1.385
C -0.589 -2.352 3.166
C 3.531 0.977 -0.854
C -0.286 -1.504 2.000
C -3.981 -0.469 1.073
C -1.643 -3.393 2.764
C -2.543 -2.313 -0.878
C 4.555 2.484 -2.398
C 2.187 2.257 -2.241
C 0.777 2.593 -2.639
C 3.288 2.850 -2.829
C -2.270 3.473 1.698
C -1.129 -1.473 4.303
C -0.047 -0.802 1.043
C 4.676 1.530 -1.402
C -1.657 1.636 0.349
H 1.039 0.539 -4.064
H 4.529 -0.588 0.226
H -1.338 -2.092 5.176
H -4.464 1.106 -1.821
H -4.722 0.330 1.122
H -3.701 2.285 0.603
H 1.458 -2.334 3.915
H -1.093 -1.236 -2.759
H 2.859 -2.965 -0.028
H -1.024 1.639 -2.349
H -1.616 -2.556 -0.357
H 3.571 0.501 1.214
H 5.435 2.927 -2.845
H -0.636 4.464 2.694
H -5.057 -0.530 -2.074
H -2.460 -2.579 -1.933
H -3.624 0.017 -2.933
H 1.890 3.899 1.269
H -0.689 0.638 -4.370
H 0.180 -1.719 -3.892
H -2.565 -2.910 2.438
H -3.283 -0.344 1.903
H 1.447 -3.146 -2.174
H 1.664 3.119 2.829
H 3.151 3.578 -3.616
H -3.312 -2.967 -0.460
H 3.350 -1.935 -1.364
H -4.518 -1.407 1.232
H 2.051 2.140 1.405
H 1.097 -3.692 2.826
H -0.402 -0.712 4.589
H 5.646 1.207 -1.050
H -1.280 -4.032 1.957
H -2.055 -0.976 4.010
H 0.737 2.994 -3.654
H -1.876 -4.027 3.621
H 0.485 -3.694 4.480
H -3.020 4.129 2.119
H 0.382 3.356 -1.963
H 1.725 -0.734 -2.332
H 2.104 -1.155 1.130
H 0.477 -2.783 -0.726
*
```